Below is a molecular structure, C51H32N9NiO, with properties calculated with wB97M-V/def2-TZVPD.

## Properties
M: 845.57 g/mol
charge: -2
spin multiplicity: 2
⟨S²⟩: 0.768
energy relative to the best compared isomer or geometry (same formula, charge and spin): 53.21 kcal/mol
energy: -109906.6326 eV

XYZ file:
```
94
Properties=species:S:1:pos:R:3:mulliken_charge:R:1
Ni 0.85 0.32 1.14 -0.428
C 1.23 0.07 7.64 -0.543
C -0.04 0.66 7.55 -0.622
C -0.62 0.89 6.31 -0.138
C 0.09 0.53 5.18 0.334
C -0.22 0.64 3.74 -0.031
N -1.37 1.11 3.28 -0.687
C -1.48 1.49 2.00 0.378
C -2.84 1.64 1.44 0.585
C -3.97 1.44 2.24 -0.349
C -5.22 1.35 1.67 -0.645
C -5.36 1.43 0.29 -0.949
C -4.25 1.63 -0.51 -0.649
C -2.99 1.75 0.06 -0.231
C -1.79 2.07 -0.85 0.680
N -1.50 1.19 -1.86 0.404
C -0.62 0.14 -1.60 -0.917
N 0.47 -1.30 -0.44 -0.532
C 1.28 -1.87 -1.42 0.426
N 2.45 -2.28 -1.08 -0.470
C 2.83 -2.15 0.27 -1.616
N 2.39 -1.28 1.21 -0.006
C 3.11 -1.49 2.36 -0.738
N 2.83 -1.02 3.60 -0.604
C 1.78 -0.34 3.90 -0.556
N 0.79 0.14 3.04 -0.212
C 1.36 -0.05 5.27 0.290
C 1.94 -0.29 6.50 -0.260
C 4.09 -2.50 2.13 0.678
C 5.06 -3.11 2.94 -0.268
C 5.86 -4.08 2.39 -0.587
C 5.70 -4.48 1.04 -0.601
C 4.74 -3.91 0.24 -0.322
C 3.91 -2.92 0.79 0.669
C 0.80 -1.61 -2.80 0.721
C 1.24 -2.28 -3.93 -0.526
C 0.74 -1.93 -5.17 -0.807
C -0.20 -0.91 -5.28 -0.750
C -0.63 -0.23 -4.14 -1.222
C -0.14 -0.56 -2.90 1.113
N -0.46 1.63 1.19 -0.606
H 1.66 -0.10 8.62 0.376
H -0.56 0.94 8.46 0.373
H -1.60 1.34 6.22 0.501
H -3.82 1.33 3.31 0.549
H -6.10 1.19 2.30 0.367
H -6.34 1.35 -0.17 0.415
H -4.33 1.71 -1.59 0.434
H 2.91 -0.76 6.57 0.523
H 5.18 -2.80 3.97 0.489
H 6.62 -4.56 2.99 0.359
H 6.35 -5.25 0.63 0.372
H 4.60 -4.21 -0.79 0.487
H 1.98 -3.06 -3.81 0.520
H 1.07 -2.45 -6.06 0.365
H -0.59 -0.64 -6.25 0.436
H -1.36 0.57 -4.20 0.287
C -3.41 -4.28 -2.26 -0.443
C -3.83 -2.95 -2.33 -0.957
C -3.02 -1.94 -1.84 -0.064
C -1.78 -2.23 -1.27 -0.559
C -1.37 -3.56 -1.20 -0.403
C -2.18 -4.58 -1.69 -0.919
C -0.96 -1.11 -0.73 -0.227
C 0.71 0.23 -0.72 1.815
C 1.88 0.88 -1.42 1.535
C 3.24 0.69 -1.14 -0.452
C 4.21 1.44 -1.79 -0.987
C 3.86 2.43 -2.70 -0.788
C 2.52 2.65 -2.96 -1.015
C 1.54 1.89 -2.34 -0.368
H -4.04 -5.07 -2.64 0.359
H -4.78 -2.71 -2.78 0.400
H -3.32 -0.90 -1.90 0.404
H -0.41 -3.80 -0.75 0.441
H -1.85 -5.61 -1.63 0.409
H -1.42 -0.76 0.21 1.456
H 3.55 -0.02 -0.41 0.493
H 5.25 1.26 -1.56 0.466
H 4.63 3.02 -3.20 0.341
H 2.21 3.42 -3.66 0.461
H 0.50 2.07 -2.54 0.503
O -0.68 2.44 0.07 -0.327
N -2.09 3.42 -1.44 0.529
C -2.23 3.58 -2.80 0.043
C -2.65 4.76 -3.33 -0.738
C -2.97 5.87 -2.50 -0.465
C -2.83 5.67 -1.11 -0.608
C -2.41 4.48 -0.60 -0.325
H -1.97 2.71 -3.37 0.244
H -2.73 4.84 -4.41 0.396
H -3.30 6.82 -2.91 0.360
H -3.05 6.47 -0.41 0.377
H -2.28 4.31 0.45 0.356
```